ORCA calculation (ωB97M-V/def2-TZVPD) on 2 unconnected molecules or ions with the total composition C4H8O2.

```
14
Properties=species:S:1:pos:R:3
C -0.051 0.153 -0.680
C 0.824 -0.972 -0.179
O 2.014 -0.903 0.021
C -0.957 0.571 0.484
C -1.793 -0.459 1.245
O -2.250 -1.495 0.823
H 3.110 1.216 -1.710
H -0.632 -0.170 -1.551
H 0.571 1.005 -0.987
H 0.234 -1.863 0.113
H 2.950 0.667 -1.234
H -1.680 1.309 0.120
H -0.349 1.068 1.247
H -1.990 -0.126 2.287
```

The HOMO-LUMO gap is 0.389 Eh. As for the structure (SMILES): O=CCCC=O.[H][H]. Its spin multiplicity is 1. Its HOMO energy is -9.935 eV. The LUMO energy comes out at 0.7 eV.

=====

ORCA calculation (ωB97M-V/def2-TZVPD) on a single C4H8O2 molecule.

```
14
Properties=species:S:1:pos:R:3
C 1.729 0.206 0.393
C 0.825 0.102 -0.748
O 0.599 1.457 -0.631
C -0.437 -0.727 -0.529
C -1.342 -0.221 0.600
O -1.812 1.081 0.381
H 1.669 -0.489 1.253
H 1.366 -0.259 -1.613
H 2.568 0.892 0.410
H -0.990 -0.688 -1.473
H -0.125 -1.764 -0.356
H -0.796 -0.297 1.560
H -2.221 -0.871 0.682
H -1.033 1.577 0.071
```

The HOMO-LUMO gap (spin up / spin down) is 0.319 / 0.326 Eh. Its spin multiplicity is 1. Its HOMO energy (spin up / spin down) is -9.839 / -9.857 eV. The LUMO energy (spin up / spin down) comes out at -1.2 / -1.0 eV.

=====

ORCA calculation (ωB97M-V/def2-TZVPD) on 3 unconnected molecules or ions with the total composition C4H8O2.

```
14
Properties=species:S:1:pos:R:3
C -1.804 -0.543 -0.259
C -0.444 -0.831 0.311
C 0.239 0.029 1.057
O 1.433 -0.305 1.629
C 1.522 1.894 -0.663
O 2.560 1.701 -0.239
H -1.950 -1.047 -1.220
H -1.956 0.530 -0.425
H -2.591 -0.894 0.416
H 0.464 -0.356 -1.664
H 0.002 -1.808 0.135
H -0.152 1.023 1.287
H 1.943 0.493 1.807
H 0.734 0.116 -2.172
```

The HOMO-LUMO gap is 0.356 Eh. Its spin multiplicity is 1. Its HOMO energy is -8.767 eV. The LUMO energy comes out at 0.9 eV.

=====

ORCA calculation (ωB97M-V/def2-TZVPD) on 2 unconnected molecules or ions with the total composition C4H8O2.

```
14
Properties=species:S:1:pos:R:3
C 2.603 0.633 -0.187
C -0.618 0.398 -0.033
C -1.830 1.284 -0.072
C 0.104 -1.845 -0.081
O 0.531 0.820 0.004
O -0.948 -0.884 -0.053
H 2.724 -0.177 0.557
H 2.751 1.575 0.366
H -2.380 1.187 0.862
H -2.475 0.961 -0.884
H -1.529 2.316 -0.217
H 0.509 -1.982 0.922
H 0.904 -1.515 -0.747
H -0.344 -2.771 -0.436
```

The HOMO-LUMO gap is 0.327 Eh. Its spin multiplicity is 1. Its HOMO energy is -8.136 eV. The LUMO energy comes out at 0.8 eV.

=====

F_max: 0.0158; 0.0319; 0.0280; 0.0219 (Eh/bohr)
Energy above the lowest of the compared OMol25 structures with the same formula, charge and spin: 234.4; 422.8; 272.3; 473.6 (kJ/mol)